1.
Below is a 4-piece molecular cluster, C44H78F2N4O3 overall, with properties calculated with ωB97M-V/def2-TZVPD.

Geometry (Å):
C1 -1.660 1.056 1.442
C2 -3.194 0.603 1.128
C3 -3.335 -1.018 1.059
F1 -4.672 -1.471 1.274
N1 -2.672 -1.589 -0.147
C4 -1.362 -1.892 -0.067
C5 -0.828 -2.444 -1.503
C6 -1.871 -1.554 -2.390
C7 -1.883 -1.736 -3.977
C8 -0.374 -1.518 -4.481
C9 0.373 -2.709 -5.174
C10 1.845 -2.507 -5.623
C11 2.591 -1.147 -5.406
C12 1.840 0.038 -4.752
C13 0.356 -0.138 -4.293
C14 -0.337 1.153 -3.639
C15 -3.163 -1.927 -1.520
C16 -4.623 -1.503 -2.006
C17 -4.930 0.069 -1.977
F2 -5.646 -2.296 -1.339
H1 -1.028 0.753 0.531
H2 -1.296 0.616 2.429
H3 -1.625 2.204 1.477
H4 -3.449 1.106 0.126
H5 -3.881 1.059 1.930
H6 -2.725 -1.396 1.966
H7 -0.653 -1.785 0.818
H8 -0.998 -3.576 -1.685
H9 0.284 -2.338 -1.732
H10 -1.614 -0.500 -1.982
H11 -2.481 -0.839 -4.399
H12 -2.363 -2.701 -4.347
H13 -0.231 -3.668 -5.310
H14 2.375 -3.379 -6.124
H15 3.679 -0.980 -5.705
H16 2.403 1.035 -4.621
H17 -0.078 2.133 -4.178
H18 0.086 1.242 -2.565
H19 -1.476 1.024 -3.497
H20 -3.145 -3.086 -1.491
H21 -4.694 -1.821 -3.116
H22 -4.076 0.689 -2.426
H23 -5.200 0.346 -0.905
H24 -5.897 0.217 -2.594
C18 -2.501 -4.943 3.755
C19 -1.806 -5.829 2.688
C20 -1.821 -7.309 3.136
C21 -0.800 -7.638 4.221
C22 0.591 -7.158 3.824
C23 0.621 -5.663 3.445
N2 -0.426 -5.308 2.438
O1 -0.016 -5.781 1.229
C24 0.449 -4.806 4.722
C25 2.049 -5.305 2.959
C26 -2.727 -5.707 1.443
H25 -2.147 -3.909 3.708
H26 -3.584 -4.904 3.607
H27 -2.359 -5.312 4.772
H28 -1.623 -7.958 2.275
H29 -2.820 -7.579 3.496
H30 -1.099 -7.197 5.177
H31 -0.779 -8.720 4.382
H32 1.287 -7.352 4.647
H33 0.944 -7.766 2.981
H34 0.381 -3.742 4.475
H35 1.308 -4.929 5.390
H36 -0.418 -5.073 5.318
H37 2.377 -5.919 2.116
H38 2.784 -5.462 3.754
H39 2.109 -4.253 2.661
H40 -2.749 -4.679 1.066
H41 -3.753 -5.990 1.692
H42 -2.420 -6.367 0.628
C27 0.297 8.530 -1.602
C28 0.773 7.251 -2.340
C29 0.975 7.551 -3.843
C30 -0.324 7.647 -4.636
C31 -1.202 6.424 -4.392
C32 -1.463 6.166 -2.894
N3 -0.204 6.147 -2.090
O2 0.427 4.967 -2.341
C33 -2.431 7.244 -2.349
C34 -2.271 4.850 -2.752
C35 2.171 6.964 -1.727
H43 -0.253 8.283 -0.689
H44 1.139 9.156 -1.292
H45 -0.330 9.172 -2.223
H46 1.592 6.766 -4.296
H47 1.535 8.485 -3.964
H48 -0.864 8.563 -4.379
H49 -0.093 7.721 -5.703
H50 -2.151 6.551 -4.924
H51 -0.717 5.550 -4.844
H52 -2.569 7.138 -1.268
H53 -3.418 7.148 -2.813
H54 -2.116 8.263 -2.553
H55 -1.764 3.994 -3.205
H56 -3.241 4.931 -3.252
H57 -2.463 4.617 -1.699
H58 2.096 6.729 -0.661
H59 2.824 7.835 -1.830
H60 2.687 6.140 -2.226
C36 4.745 -0.303 4.344
C37 3.301 -0.398 3.785
C38 3.223 -1.500 2.702
C39 3.824 -1.095 1.360
C40 3.250 0.234 0.888
C41 3.390 1.354 1.938
N4 2.878 0.944 3.281
O3 1.519 0.947 3.228
C42 4.874 1.782 2.039
C43 2.683 2.626 1.400
C44 2.462 -0.875 5.002
H61 4.948 0.688 4.759
H62 4.912 -1.015 5.158
H63 5.507 -0.530 3.597
H64 2.175 -1.779 2.534
H65 3.726 -2.407 3.055
H66 4.914 -1.041 1.428
H67 3.606 -1.869 0.617
H68 3.744 0.529 -0.044
H69 2.191 0.088 0.636
H70 5.017 2.517 2.837
H71 5.207 2.248 1.106
H72 5.559 0.957 2.208
H73 1.630 2.454 1.161
H74 3.154 2.971 0.476
H75 2.740 3.444 2.125
H76 2.464 -0.128 5.802
H77 2.868 -1.803 5.413
H78 1.423 -1.092 4.736

Its HOMO energy (alpha / beta) is -10.704 / -10.862 eV. The spin multiplicity is 4. As for the total charge: +1. As for the calculated total energy: -2367.1225 Eh. The value obtained for the largest force on an atom is 4.4 eV Å⁻¹.

=====

2.
Below is a 13-piece molecular cluster, C44H78O23 overall, with properties calculated with ωB97M-V/def2-TZVPD.

Geometry (Å):
C1 1.048 -0.499 -0.876
C2 -0.032 -0.410 0.165
O1 -1.009 -1.143 0.078
C3 0.250 0.343 1.380
H1 1.889 -0.932 -0.320
H2 1.275 0.448 -1.308
H3 0.697 -1.261 -1.595
H4 1.131 -0.118 1.839
H5 -0.574 0.252 2.091
H6 0.579 1.360 1.249
C4 0.375 -4.402 -2.181
C5 1.407 -5.223 -1.546
O2 1.336 -5.519 -0.366
C6 2.640 -5.579 -2.327
H7 0.720 -3.792 -2.971
H8 -0.290 -3.837 -1.521
H9 -0.254 -5.072 -2.834
H10 3.319 -4.660 -2.300
H11 2.410 -5.815 -3.366
H12 3.204 -6.413 -1.895
C7 -6.101 -2.350 -1.988
C8 -4.762 -3.024 -2.120
O3 -4.110 -3.014 -3.157
C9 -4.264 -3.673 -0.878
H13 -6.470 -1.984 -2.963
H14 -5.939 -1.528 -1.310
H15 -6.915 -2.997 -1.584
H16 -4.953 -4.472 -0.602
H17 -4.163 -2.990 -0.033
H18 -3.241 -4.066 -1.023
C10 4.501 1.474 -0.266
C11 5.046 0.639 -1.425
O4 5.985 -0.135 -1.306
C12 4.418 0.916 -2.752
H19 3.408 1.404 -0.254
H20 4.789 2.503 -0.443
H21 4.833 1.264 0.752
H22 4.365 0.040 -3.392
H23 5.202 1.582 -3.186
H24 3.557 1.563 -2.653
C13 5.305 -1.711 1.371
C14 4.515 -2.903 0.867
O5 3.407 -2.855 0.390
C15 5.217 -4.257 0.956
H25 5.912 -1.910 2.201
H26 4.632 -0.899 1.573
H27 6.006 -1.338 0.553
H28 6.085 -4.200 0.292
H29 4.568 -5.089 0.691
H30 5.592 -4.439 1.936
C16 -3.797 3.090 3.258
C17 -2.377 3.192 2.708
O6 -1.345 3.459 3.289
C18 -2.175 2.860 1.237
H31 -4.327 3.958 2.846
H32 -3.792 3.085 4.333
H33 -4.293 2.175 2.830
H34 -3.048 3.348 0.739
H35 -2.398 1.797 1.054
H36 -1.250 3.270 0.879
C19 0.091 -1.379 -5.108
C20 1.308 -2.263 -5.371
O7 1.303 -3.451 -5.086
C21 2.586 -1.597 -5.917
H37 -0.410 -1.866 -4.224
H38 -0.546 -1.365 -5.998
H39 0.326 -0.321 -4.889
H40 3.134 -1.520 -4.931
H41 2.487 -0.602 -6.400
H42 3.195 -2.184 -6.616
C22 -5.159 -2.177 3.731
C23 -4.372 -1.090 3.059
O8 -4.743 -0.468 2.116
C24 -3.003 -0.838 3.689
H43 -6.014 -2.500 3.149
H44 -5.585 -1.764 4.665
H45 -4.519 -3.000 4.046
H46 -2.576 0.052 3.186
H47 -2.327 -1.696 3.590
H48 -3.058 -0.600 4.777
C25 -3.367 0.567 -2.247
C26 -3.515 1.330 -3.563
C27 -4.514 0.692 -4.592
O9 -5.643 1.639 -4.562
C28 -5.223 2.808 -3.966
O10 -5.878 3.779 -4.055
O11 -4.060 2.698 -3.332
H49 -2.931 -0.373 -2.529
H50 -4.383 0.351 -1.867
H51 -2.794 1.113 -1.496
H52 -2.572 1.502 -4.132
H53 -4.944 -0.271 -4.365
H54 -4.092 0.702 -5.637
C29 4.317 4.833 1.678
C30 2.959 4.453 2.026
C31 1.989 5.639 2.060
O12 1.190 5.572 0.902
C32 1.345 4.284 0.456
O13 0.633 3.731 -0.378
O14 2.372 3.612 1.031
H55 4.302 5.607 0.925
H56 4.785 3.973 1.196
H57 4.791 5.070 2.645
H58 2.890 3.971 2.980
H59 2.491 6.574 2.077
H60 1.310 5.667 2.929
C33 -1.955 -5.036 1.709
C34 -0.549 -4.970 2.221
C35 0.486 -3.947 1.599
O15 0.485 -2.962 2.588
C36 -0.055 -3.342 3.713
O16 -0.036 -2.695 4.730
O17 -0.587 -4.507 3.553
H61 -2.032 -5.206 0.642
H62 -2.449 -4.052 1.878
H63 -2.467 -5.798 2.305
H64 -0.130 -6.000 2.265
H65 0.075 -3.444 0.704
H66 1.535 -4.323 1.367
C37 0.710 2.036 6.341
C38 1.912 1.123 6.067
C39 1.678 -0.011 5.117
O18 2.616 0.178 3.968
C40 3.291 1.295 4.200
O19 4.213 1.726 3.486
O20 2.940 1.874 5.369
H67 0.242 2.231 5.380
H68 1.194 2.949 6.691
H69 0.030 1.569 7.099
H70 2.400 0.824 6.988
H71 0.657 0.194 4.773
H72 1.804 -1.037 5.402
C41 -0.370 6.127 -4.116
C42 -0.279 5.305 -2.858
C43 -1.540 4.644 -2.462
O21 -1.342 3.199 -2.513
C44 -0.021 3.022 -2.868
O22 0.570 1.967 -2.994
O23 0.575 4.185 -3.139
H73 -0.739 7.094 -3.828
H74 -0.961 5.566 -4.856
H75 0.652 6.316 -4.463
H76 0.230 5.784 -2.007
H77 -2.350 4.909 -3.093
H78 -1.754 4.800 -1.429

Its HOMO energy is -9.226 eV. As for the calculated total energy: -3453.9017 Eh. The value obtained for the largest force on an atom is 3.3 eV Å⁻¹.

=====

3.
Below is C44H80F24Mg2N7O18S8 as an isolated structure, with properties calculated with ωB97M-V/def2-TZVPD.

Geometry (Å):
Mg1 -5.470 0.051 -0.960
Mg2 -1.857 -1.539 1.269
C1 7.076 -6.832 -1.690
C2 5.759 -6.049 -2.076
C3 4.951 -6.877 -3.045
N1 3.693 -6.198 -3.630
C4 4.008 -4.849 -4.359
C5 2.705 -4.191 -4.730
C6 1.756 -3.876 -3.492
C7 1.363 -5.215 -2.939
C8 2.599 -6.103 -2.531
C9 3.178 -7.198 -4.684
H1 8.006 -6.431 -2.093
H2 7.094 -7.922 -1.699
H3 7.128 -6.639 -0.618
H4 6.019 -5.108 -2.562
H5 5.182 -5.812 -1.183
H6 4.540 -7.733 -2.511
H7 5.600 -7.247 -3.839
H8 4.497 -4.217 -3.618
H9 4.829 -4.895 -5.075
H10 2.895 -3.218 -5.182
H11 2.274 -4.772 -5.545
H12 2.230 -3.318 -2.685
H13 0.849 -3.352 -3.792
H14 0.871 -4.960 -2.001
H15 0.644 -5.798 -3.515
H16 3.053 -5.474 -1.765
H17 2.293 -7.054 -2.095
H18 3.014 -8.120 -4.126
H19 3.931 -7.134 -5.469
H20 2.195 -6.928 -5.072
C10 -0.097 5.213 4.155
C11 -1.616 5.197 4.576
C12 -2.579 4.892 3.365
N2 -4.032 5.343 3.534
C13 -4.721 4.466 4.554
C14 -6.289 4.639 4.542
C15 -6.888 4.451 3.110
C16 -6.206 5.356 2.082
C17 -4.674 5.111 2.086
C18 -4.102 6.874 3.940
H21 0.212 4.238 3.779
H22 0.495 5.531 5.013
H23 0.142 5.915 3.356
H24 -1.895 6.106 5.110
H25 -1.721 4.392 5.304
H26 -2.587 3.812 3.223
H27 -2.180 5.451 2.518
H28 -4.326 3.511 4.205
H29 -4.386 4.654 5.574
H30 -6.824 4.011 5.255
H31 -6.569 5.627 4.909
H32 -6.767 3.387 2.908
H33 -7.958 4.646 3.175
H34 -6.726 5.189 1.138
H35 -6.462 6.378 2.364
H36 -4.369 4.112 1.775
H37 -4.178 5.807 1.410
H38 -5.132 7.161 3.729
H39 -3.328 7.379 3.362
H40 -3.909 6.835 5.013
C19 0.261 0.752 -8.393
C20 0.123 1.735 -7.213
C21 1.521 2.166 -6.590
N3 1.490 3.284 -5.523
C22 0.365 3.041 -4.525
C23 0.376 3.994 -3.329
C24 1.703 3.895 -2.589
C25 2.846 4.282 -3.587
C26 2.817 3.291 -4.754
C27 1.340 4.695 -6.209
H41 -0.627 0.698 -9.023
H42 0.557 -0.195 -7.940
H43 0.978 1.002 -9.175
H44 -0.460 1.192 -6.469
H45 -0.476 2.623 -7.416
H46 2.177 2.594 -7.348
H47 1.984 1.351 -6.035
H48 0.448 2.019 -4.156
H49 -0.549 3.135 -5.110
H50 -0.415 3.834 -2.597
H51 0.178 5.028 -3.610
H52 1.796 2.921 -2.107
H53 1.769 4.612 -1.770
H54 3.795 4.120 -3.075
H55 2.919 5.316 -3.925
H56 2.924 2.307 -4.297
H57 3.594 3.441 -5.503
H58 1.303 5.468 -5.442
H59 0.449 4.823 -6.822
H60 2.239 4.789 -6.818
C28 4.554 1.283 2.413
C29 5.309 0.222 3.242
C30 4.736 -0.058 4.559
N4 5.442 -1.212 5.334
C31 4.805 -1.208 6.723
C32 3.437 -1.746 6.858
C33 3.303 -3.226 6.283
C34 3.848 -3.183 4.854
C35 5.286 -2.566 4.670
C36 6.966 -0.950 5.527
H61 3.590 0.796 2.265
H62 5.057 1.478 1.465
H63 4.347 2.241 2.890
H64 6.370 0.458 3.317
H65 5.231 -0.552 2.479
H66 3.691 -0.350 4.460
H67 4.788 0.869 5.130
H68 4.834 -0.162 7.027
H69 5.444 -1.742 7.427
H70 2.681 -1.083 6.438
H71 3.169 -1.698 7.913
H72 2.237 -3.452 6.322
H73 3.828 -3.943 6.914
H74 3.206 -2.510 4.285
H75 3.695 -4.169 4.416
H76 5.718 -2.566 3.669
H77 5.980 -3.186 5.238
H78 7.493 -0.940 4.573
H79 7.374 -1.722 6.179
H80 7.160 0.003 6.019
C37 -5.593 -0.257 3.458
F1 -6.062 -1.490 3.174
F2 -6.596 0.552 3.613
F3 -5.031 -0.482 4.645
S1 -4.374 0.428 2.078
O1 -4.073 1.814 2.398
O2 -3.254 -0.487 2.065
O3 -5.050 0.301 0.808
C38 -3.693 -3.972 -2.072
F4 -4.493 -5.052 -2.217
F5 -2.477 -4.403 -1.895
F6 -3.703 -3.231 -3.099
S2 -4.212 -2.910 -0.574
O4 -4.925 -3.782 0.368
O5 -3.048 -2.348 0.074
O6 -5.066 -1.781 -0.996
C39 -1.085 -0.808 -2.691
F7 -1.988 -1.159 -3.535
F8 -0.680 -1.900 -2.069
F9 -0.070 -0.237 -3.339
S3 -1.796 0.401 -1.306
O7 -1.429 1.757 -1.737
O8 -3.220 0.140 -1.192
N5 -1.124 -0.167 0.194
S4 0.412 0.379 0.129
O9 1.223 -0.535 0.936
O10 0.964 0.719 -1.124
C40 0.317 2.061 0.950
F10 -0.355 1.952 2.092
F11 1.567 2.453 1.230
F12 -0.265 2.905 0.189
C41 1.408 -4.576 1.477
F13 1.579 -4.954 0.181
F14 1.956 -5.504 2.285
F15 1.951 -3.349 1.588
S5 -0.573 -4.320 1.610
O11 -1.088 -4.225 0.273
O12 -0.985 -5.510 2.372
N6 -0.904 -2.747 2.357
S6 -0.530 -3.061 3.830
O13 -1.687 -3.765 4.498
O14 0.801 -3.620 4.059
C42 -0.646 -1.278 4.653
F16 -0.539 -1.523 5.968
F17 0.350 -0.523 4.294
F18 -1.821 -0.697 4.405
C43 -7.934 1.243 -4.007
F19 -8.391 0.538 -2.938
F20 -8.580 0.885 -5.152
F21 -8.140 2.556 -3.764
S7 -6.015 0.668 -4.025
O15 -6.149 -0.794 -3.908
O16 -5.318 1.254 -5.195
N7 -5.478 1.336 -2.371
S8 -4.903 2.750 -2.808
O17 -3.632 2.621 -3.471
O18 -5.957 3.639 -3.343
C44 -4.563 3.411 -1.024
F22 -5.638 3.322 -0.220
F23 -3.553 2.722 -0.416
F24 -4.081 4.618 -1.053

Its HOMO energy (alpha / beta) is -5.248 / -10.507 eV. The spin multiplicity is 2. As for the total charge: +2. As for the calculated total energy: -9443.9825 Eh. The value obtained for the largest force on an atom is 7.6 eV Å⁻¹.

=====

> The lowest calculated total energy belongs to which entry?

C44H80F24Mg2N7O18S8